Entry 1:
Molecular formula: C37H57ILaN5OP2Si3
Method: DFT, ωB97M-V/def2-TZVPD

Values from the calculation:
Calculated total energy   -3673.86148 a.u.
Total charge   -2
HOMO-LUMO gap   6.5 eV
Strongest force on any atom   2.041 eV/Å
Multiplicity   1
Energy relative to the best compared isomer or geometry (same formula, charge and spin)   21.21 kcal/mol

Element x y z (Å)
La: -1.269 -0.742 -1.149
C: -4.080 3.914 -0.143
Si: -3.939 2.015 -0.340
C: -4.431 1.722 -2.146
C: -5.309 1.197 0.693
N: -2.367 1.419 -0.081
P: -1.398 1.391 1.212
C: -0.307 0.077 1.298
P: 1.226 0.398 0.622
N: 1.332 0.485 -0.982
Si: 2.553 0.341 -2.152
C: 3.209 2.037 -2.763
C: 1.834 -0.438 -3.714
C: 4.060 -0.693 -1.635
C: 2.277 -0.981 1.282
C: 3.383 -0.836 2.117
C: 4.078 -1.948 2.577
C: 3.682 -3.225 2.209
C: 2.569 -3.384 1.394
C: 1.873 -2.274 0.946
C: 2.199 1.760 1.422
C: 1.876 2.213 2.697
C: 2.650 3.178 3.323
C: 3.779 3.686 2.695
C: 4.139 3.205 1.444
C: 3.354 2.246 0.819
C: -0.804 3.142 1.310
C: -0.956 4.042 2.359
C: -0.495 5.348 2.245
C: 0.139 5.775 1.090
C: 0.325 4.878 0.045
C: -0.145 3.582 0.157
C: -2.431 1.239 2.739
C: -3.373 2.187 3.134
C: -4.151 1.992 4.266
C: -4.012 0.833 5.016
C: -3.089 -0.127 4.626
C: -2.303 0.079 3.501
H: -5.063 4.268 -0.471
H: -3.321 4.409 -0.755
H: -3.930 4.249 0.886
H: -5.493 1.944 -2.288
H: -4.267 0.679 -2.428
H: -3.867 2.346 -2.843
H: -6.273 1.256 0.179
H: -5.424 1.638 1.683
H: -5.058 0.140 0.823
H: 2.440 2.541 -3.358
H: 4.082 1.899 -3.408
H: 3.490 2.719 -1.958
H: 1.012 0.159 -4.118
H: 1.440 -1.434 -3.508
H: 2.597 -0.527 -4.497
H: 4.472 -0.374 -0.674
H: 4.856 -0.647 -2.384
H: 3.752 -1.736 -1.522
H: 3.720 0.147 2.420
H: 4.937 -1.816 3.227
H: 4.242 -4.087 2.555
H: 2.238 -4.374 1.102
H: 0.997 -2.414 0.332
H: 1.009 1.790 3.189
H: 2.378 3.534 4.311
H: 4.379 4.444 3.184
H: 5.037 3.567 0.957
H: 3.641 1.859 -0.148
H: -1.417 3.726 3.285
H: -0.625 6.037 3.073
H: 0.496 6.795 1.010
H: 0.844 5.189 -0.854
H: 0.017 2.867 -0.642
H: -3.514 3.080 2.540
H: -4.879 2.741 4.558
H: -4.630 0.679 5.894
H: -2.975 -1.037 5.204
H: -1.563 -0.646 3.181
N: -0.980 1.807 -2.740
H: -1.379 1.764 -3.670
H: -0.009 2.091 -2.805
H: -1.489 2.489 -2.190
N: -1.494 -4.662 0.761
N: -1.486 -3.239 1.094
H: -0.588 -5.000 1.066
H: -1.426 -4.674 -0.252
H: -1.781 -3.182 2.062
H: -2.247 -2.812 0.548
C: 2.441 -4.398 -4.536
Si: 1.859 -4.941 -2.818
C: 3.413 -5.192 -1.757
C: 1.067 -6.659 -2.995
C: 0.728 -3.712 -2.119
C: 0.020 -2.795 -1.707
H: 3.043 -5.161 -5.037
H: 3.042 -3.488 -4.455
H: 1.584 -4.164 -5.170
H: 4.136 -5.851 -2.247
H: 3.162 -5.630 -0.788
H: 3.903 -4.235 -1.565
H: 1.747 -7.365 -3.479
H: 0.154 -6.604 -3.592
H: 0.798 -7.065 -2.017
I: -2.335 -0.998 -4.134
C: -4.286 -2.344 -1.080
O: -3.201 -1.698 -0.516
H: -4.953 -1.656 -1.624
H: -4.907 -2.842 -0.311
H: -3.995 -3.128 -1.797

Forces on atoms 1 to 2 (eV/Å):
-0.1355 1.7567 0.0041
0.0843 -0.2195 0.1454



Entry 2:
Molecular formula: C37H59BN8O9Pb
Method: DFT, ωB97M-V/def2-TZVPD

Values from the calculation:
Calculated total energy   -2778.23237 a.u.
Total charge   0
HOMO-LUMO gap   7.9 eV
Strongest force on any atom   6.107 eV/Å
Multiplicity   1

Element x y z (Å)
Pb: 0.210 0.968 0.152
O: 0.554 -0.261 -2.229
C: 0.606 -1.371 -2.867
O: 0.215 -2.525 -2.300
B: 0.534 -3.634 -3.271
O: 1.246 -2.992 -4.396
C: 1.246 -1.637 -4.217
O: 1.551 -0.766 -4.980
O: -0.676 -4.373 -3.750
C: -0.648 -5.625 -3.345
O: -1.526 -6.392 -3.560
C: 0.692 -5.890 -2.702
O: 1.296 -4.679 -2.524
O: 1.239 -6.973 -2.274
C: -3.468 0.345 1.249
O: -2.206 0.650 0.775
H: -4.201 0.092 0.483
H: -3.555 -0.513 1.917
H: -3.759 1.214 1.838
C: -4.403 -3.824 -3.114
C: -3.511 -3.187 -1.882
C: -3.381 -1.619 -1.886
C: -3.067 -0.959 -3.162
N: -2.804 -0.516 -4.169
H: -4.115 -3.411 -4.081
H: -5.409 -3.428 -2.975
H: -4.394 -4.909 -3.016
H: -2.533 -3.660 -1.973
H: -4.080 -3.444 -0.988
H: -2.564 -1.336 -1.222
H: -4.200 -1.118 -1.371
C: 2.681 -2.431 3.549
C: 2.540 -3.480 2.474
C: 3.192 -2.935 1.191
C: 2.798 -1.541 0.626
N: 2.533 -0.511 0.175
H: 3.692 -2.133 3.829
H: 2.245 -2.844 4.459
H: 2.152 -1.575 3.130
H: 1.487 -3.744 2.375
H: 3.082 -4.368 2.798
H: 3.078 -3.699 0.421
H: 4.267 -2.898 1.363
C: -0.399 -5.986 0.561
C: -1.071 -5.137 1.702
C: -1.757 -3.873 1.126
C: -0.862 -2.812 0.819
N: -0.196 -1.928 0.552
H: -0.021 -6.831 1.135
H: 0.486 -5.594 0.061
H: -1.071 -6.330 -0.226
H: -0.387 -4.757 2.461
H: -1.749 -5.889 2.104
H: -2.524 -3.531 1.822
H: -2.318 -4.155 0.235
C: -2.274 6.311 0.136
C: -2.701 5.995 1.639
C: -2.573 4.509 1.999
C: -1.267 3.975 1.641
N: -0.226 3.470 1.385
H: -2.310 7.368 -0.132
H: -2.791 5.788 -0.668
H: -1.198 6.156 0.057
H: -3.762 6.232 1.711
H: -2.127 6.639 2.305
H: -3.309 3.919 1.452
H: -2.741 4.315 3.058
C: -1.676 2.776 5.084
C: -1.055 1.578 5.865
C: -0.811 0.263 4.931
C: -0.025 0.569 3.769
N: 0.607 0.816 2.806
H: -1.029 3.138 4.286
H: -1.779 3.600 5.791
H: -2.705 2.642 4.751
H: -1.800 1.249 6.589
H: -0.180 1.928 6.412
H: -1.803 -0.078 4.635
H: -0.299 -0.562 5.427
C: -4.434 2.756 -3.135
C: -3.814 4.028 -3.518
C: -2.298 3.897 -3.522
C: -1.503 3.217 -2.490
N: -0.894 2.687 -1.717
H: -3.926 2.394 -2.241
H: -4.177 2.028 -3.904
H: -5.509 2.778 -2.956
H: -4.087 4.683 -2.691
H: -4.299 4.417 -4.414
H: -1.874 4.882 -3.720
H: -2.031 3.276 -4.377
C: 5.123 1.020 -3.784
C: 3.914 1.970 -4.041
C: 3.706 3.106 -3.092
C: 2.886 2.737 -1.938
N: 2.203 2.444 -1.068
H: 5.141 0.528 -2.812
H: 6.097 1.482 -3.945
H: 4.973 0.190 -4.475
H: 2.964 1.436 -4.069
H: 4.132 2.340 -5.042
H: 3.255 3.853 -3.746
H: 4.633 3.510 -2.686
C: 6.657 1.351 2.495
C: 5.295 0.904 1.975
C: 4.078 1.701 2.531
C: 4.029 1.750 4.013
N: 4.030 1.891 5.193
H: 7.384 0.687 2.026
H: 6.866 1.178 3.551
H: 6.901 2.396 2.303
H: 5.170 -0.174 2.085
H: 5.398 0.937 0.890
H: 3.185 1.144 2.251
H: 3.890 2.734 2.238

Forces on atoms 1 to 2 (eV/Å):
-1.8365 -0.4839 -0.0807
0.1534 -3.6981 -2.8965